# 1
The following is a DFT calculation (the ωB97M-V functional and the def2-TZVPD basis) of a 6-piece molecular cluster, C35H63BF13N5O12S overall.

XYZ file:
```
130
Properties=species:S:1:pos:R:3:forces:R:3
C -0.26970 7.85153 -1.80322 -0.4 1.5 -0.2
O -0.54167 6.40715 -1.73237 -1.2 0.3 3.0
B -1.29841 6.07085 -0.47819 -0.4 1.1 -2.0
O -2.44914 6.88536 -0.02965 1.2 -2.3 -2.7
C -0.83127 4.70511 0.37743 0.3 0.1 -1.9
C -1.53399 3.31930 -0.24134 -0.7 0.3 0.9
C -0.79037 2.82755 -1.65666 -0.4 0.5 1.5
C -1.57872 1.51760 -2.29947 2.2 -0.2 3.1
F -2.73519 1.25957 -1.41609 2.6 0.2 -3.4
F -0.63352 0.35764 -2.08625 -3.0 3.0 -0.7
C -1.87955 1.60440 -3.89050 0.6 -1.5 -2.6
F -1.33989 0.33183 -4.50243 -1.8 4.1 1.7
F -1.22544 2.70804 -4.62716 -1.9 -3.3 2.8
C -3.47973 1.63365 -4.32524 1.0 -2.8 -2.4
F -3.43445 1.53684 -5.83512 -0.5 0.4 4.8
F -4.06298 0.36352 -3.86053 1.4 4.4 -1.2
C -4.27095 3.00015 -3.97480 3.4 3.7 0.0
F -3.85901 3.66062 -2.67916 -0.7 -3.0 -4.3
F -3.86768 4.00499 -5.03126 -0.7 -3.7 3.7
S -6.12706 2.96068 -3.96825 -5.3 2.4 0.6
F -6.25188 1.87474 -2.65382 0.8 1.9 -3.2
F -6.26970 1.75753 -5.16676 0.8 2.4 2.8
F -6.13284 4.20202 -5.18284 -0.7 -2.9 2.3
F -6.11241 4.25293 -2.78921 -0.4 -2.6 -2.5
F -7.84212 3.07074 -3.96075 3.6 -0.4 0.0
O -1.29525 5.10360 1.74814 4.8 1.1 -0.4
C -0.13480 5.91659 2.20896 -1.0 0.9 5.6
O -0.12074 6.31190 3.48947 0.5 -2.2 -9.0
O 0.89297 6.12012 1.13452 -3.5 -1.1 2.5
C 0.80353 4.79511 0.43532 0.8 -0.4 1.0
C 1.65863 3.83455 1.44923 0.6 -1.5 -0.2
C 0.83445 2.56594 2.07745 1.3 -0.8 0.5
C 1.54288 1.97990 3.47464 -2.0 0.5 -0.5
C 0.76917 0.53737 3.76640 0.9 0.1 -1.2
C 1.85170 -0.64146 3.40765 -0.2 -1.2 0.9
C 1.71155 -1.94830 4.43627 0.6 0.4 -1.0
C 3.22292 -2.65353 4.42941 -0.6 -0.3 0.3
C 3.17660 -4.26878 4.78618 -1.6 1.1 0.2
O 4.50781 -4.61340 5.32091 0.4 -4.2 -2.1
C 4.86705 -6.01109 5.03184 -3.1 -3.7 -0.2
C 6.47176 -6.37294 4.95020 0.0 1.0 0.8
O 3.97997 -7.01453 4.87569 5.1 6.6 0.8
H -1.29897 8.41994 -1.86884 2.1 -0.9 0.3
H 0.32653 8.15998 -0.84083 -1.1 -0.4 -1.9
H 0.34417 8.17429 -2.76284 -1.2 -1.2 2.0
H -3.10318 6.93201 -0.81351 1.6 0.3 1.6
H -1.54374 2.45749 0.56608 0.2 1.8 -1.8
H -2.66928 3.61246 -0.41130 2.4 -0.7 0.1
H 0.29907 2.48423 -1.31707 -2.4 0.7 -1.2
H -0.78923 3.77091 -2.34699 0.2 -2.1 1.0
H 1.40661 4.82147 -0.58492 -1.9 0.4 2.0
H 2.22069 4.42671 2.32029 -1.6 -0.9 -2.0
H 2.54139 3.36542 0.79661 -1.8 1.0 1.4
H 0.94208 1.67295 1.29679 -0.7 1.9 1.5
H -0.27883 2.78203 2.36429 2.2 -0.3 -0.8
H 2.69878 1.86909 3.32943 -2.2 0.1 0.3
H 1.26886 2.70626 4.36691 1.0 -1.5 -2.4
H 0.29844 0.46767 4.83864 1.3 0.1 -2.0
H -0.12641 0.41648 3.00175 1.7 0.4 1.6
H 2.98366 -0.29285 3.51607 -2.5 -0.4 -0.2
H 1.70851 -1.05647 2.31273 0.3 1.0 2.1
H 0.86717 -2.67062 4.04773 1.8 1.3 0.8
H 1.39306 -1.55149 5.49138 0.8 -0.9 -1.9
H 3.88056 -2.06170 5.21310 -1.2 -1.4 -1.6
H 3.69843 -2.52895 3.34883 -1.0 -0.2 2.3
H 2.38222 -4.52123 5.63560 1.6 0.6 -1.9
H 2.89131 -4.86959 3.81536 0.8 1.0 2.1
H 6.84846 -6.49710 3.84183 -1.1 0.2 2.2
H 6.68890 -7.34199 5.57140 -0.7 1.8 -1.4
H 7.08777 -5.50060 5.44969 -1.3 -1.7 -1.1
C -0.34901 -10.35098 4.77045 -0.3 -0.1 0.0
C 0.70465 -9.27908 4.70313 0.3 1.0 0.0
O 0.42462 -8.08465 4.78280 0.0 -0.7 0.0
N 2.00253 -9.66486 4.54903 -0.6 0.2 0.1
C 2.52938 -11.00474 4.43699 0.2 0.4 0.0
H -1.33303 -9.88952 4.89443 0.3 0.0 0.0
H -0.35381 -10.93017 3.84300 0.0 -0.1 0.2
H -0.16408 -11.00465 5.62726 0.0 -0.1 -0.2
H 2.65136 -8.88722 4.51244 0.0 0.0 0.0
H 3.24056 -11.15807 5.25160 0.0 -0.3 -0.1
H 3.05231 -11.08418 3.48159 0.0 -0.3 0.1
H 1.74808 -11.76472 4.48839 0.1 0.2 0.0
C 1.78073 5.28730 6.62872 0.0 0.1 -0.2
C 1.54143 3.83093 6.92098 -0.2 -0.5 -0.1
O 1.11972 3.05563 6.06512 0.0 0.5 1.2
N 1.80645 3.37755 8.17848 -0.2 0.1 -0.7
C 2.30215 4.12328 9.31142 0.0 -0.4 0.1
H 1.52445 5.49826 5.58640 0.0 -0.2 0.2
H 1.14947 5.90692 7.27154 0.2 0.0 0.0
H 2.83567 5.53139 6.78080 -0.1 0.1 0.1
H 1.62048 2.38837 8.29662 0.0 0.2 0.0
H 3.24260 3.66878 9.63059 0.0 0.3 0.2
H 1.56985 4.04133 10.11739 0.2 0.2 0.2
H 2.46819 5.17581 9.07637 -0.1 -0.3 0.0
C -5.54006 7.22796 -5.21063 0.1 -0.2 0.0
C -4.92190 8.38076 -4.46726 0.6 0.3 0.5
O -3.89344 8.25285 -3.80594 -0.4 0.0 -0.2
N -5.53605 9.59497 -4.54219 0.4 -0.5 0.1
C -6.73946 9.94508 -5.25956 0.1 0.3 0.2
H -4.93814 6.32778 -5.05578 -0.1 0.4 0.0
H -6.54891 7.03749 -4.83433 0.0 0.0 -0.2
H -5.56732 7.44466 -6.28203 -0.2 -0.1 0.1
H -5.06062 10.31903 -4.01614 -0.1 -0.2 -0.1
H -6.49050 10.73241 -5.97440 -0.3 0.0 -0.1
H -7.46424 10.32847 -4.53826 -0.2 0.0 -0.2
H -7.16972 9.09447 -5.79057 0.2 0.1 0.2
C 0.72015 -3.40349 -7.91107 0.1 0.0 -0.2
C 0.52815 -4.22711 -6.66669 0.1 -0.8 0.4
O 0.87966 -5.40351 -6.60362 -0.2 0.6 -0.2
N -0.05484 -3.63241 -5.58802 0.3 -0.4 -0.5
C -0.53191 -2.27494 -5.46517 0.0 -0.2 0.4
H 1.19655 -4.01374 -8.68389 -0.1 0.0 0.3
H -0.24823 -3.06332 -8.28814 0.1 0.2 0.0
H 1.36806 -2.54879 -7.69823 -0.2 0.0 -0.1
H -0.14922 -4.25048 -4.79046 0.0 0.2 -0.2
H 0.00628 -1.80018 -4.64187 -0.2 0.2 -0.1
H -1.59709 -2.31062 -5.22709 0.0 0.3 0.0
H -0.38244 -1.69708 -6.37860 0.0 -0.2 0.2
C 1.70589 -7.50009 -4.65566 0.0 0.1 0.1
C 2.83585 -7.96120 -3.77574 0.2 0.4 0.7
O 3.21065 -7.31039 -2.80239 -0.2 -0.3 -0.5
N 3.44906 -9.13846 -4.08413 -0.1 0.4 0.2
C 3.15802 -10.03886 -5.17499 0.3 -0.1 0.2
H 1.31802 -6.54721 -4.28391 0.3 -0.3 -0.1
H 2.06400 -7.35163 -5.67809 -0.3 0.0 0.1
H 0.89468 -8.23306 -4.63843 0.1 0.0 -0.2
H 4.19856 -9.38040 -3.44636 -0.2 0.1 -0.2
H 2.90011 -11.01187 -4.75119 -0.1 -0.1 -0.3
H 4.06008 -10.13745 -5.78255 -0.2 -0.2 -0.2
H 2.33602 -9.68451 -5.79901 0.2 0.0 0.2
```
Positions in Å, forces in eV/Å.

Output
HOMO-LUMO gap (eV): 6.0
SMILES: COB(O)[C@]1(CCC(F)(F)C(F)(F)C(F)(F)C(F)(F)S(F)(F)(F)(F)F)OC(=O)O[C@H]1CCCCCCCCOC(C)=O.CNC(C)=O.CNC(C)=O.CNC(C)=O.CNC(C)=O.CNC(C)=O

Results of the Mulliken charge analysis, in e, for atoms 1 through 5: -0.62, -0.46, 0.74, -0.57, 0.57

=====

# 2
The following is a DFT calculation (the ωB97M-V functional and the def2-TZVPD basis) of one molecule with the formula C25H19FO4.

XYZ file:
```
49
Properties=species:S:1:pos:R:3:forces:R:3
O -5.95539 -0.43446 5.15393 1.3 3.0 -3.4
F 0.30120 -5.77643 -3.06443 0.8 0.4 0.4
O -6.20039 1.49954 3.88488 -0.2 -1.6 2.0
O 2.80731 5.09352 1.40129 -0.9 -0.1 -0.2
O 2.96254 -2.37646 -1.07105 -0.7 0.4 0.2
C -5.52509 0.32514 4.22467 -1.0 -1.8 2.5
C 0.61404 -0.54101 -0.91465 2.4 -2.0 -2.4
C 1.63999 0.22085 -1.35605 -0.7 1.7 1.1
C -4.25701 -0.01256 3.49367 -0.3 2.2 -2.1
C -3.67602 0.74876 2.49216 -4.0 -0.2 3.1
C -0.65304 -3.79964 -2.38763 -2.2 1.6 -0.5
C 2.52094 3.95838 -0.71680 -0.9 1.6 0.1
C 2.69434 2.62528 1.31366 0.3 1.2 1.1
C 1.62394 -4.03575 -2.01859 2.0 -2.0 -0.7
C 2.08838 2.83966 -1.43572 0.8 -0.9 -0.1
C 2.34668 1.52069 0.58829 0.2 -1.0 1.1
C -0.97608 0.99387 -0.14053 -2.7 4.1 0.6
C -0.97733 -1.13163 0.88629 -0.4 -0.5 -0.9
C -0.63282 -2.45576 -1.98179 0.2 -0.1 0.2
C -2.00780 1.38475 0.73895 -0.2 -1.0 -0.1
C -2.07440 -0.89523 1.70066 1.3 1.0 -0.8
C 0.45910 -4.54676 -2.51417 -0.7 0.1 0.5
C 2.77604 3.84929 0.67051 -1.7 2.2 0.2
C 1.75271 -2.77289 -1.49316 -2.9 -0.5 -0.5
C 2.07258 1.53798 -0.75705 -1.3 1.1 -1.1
C -0.44812 -0.19983 -0.05089 0.3 -2.7 2.1
C 0.57331 -1.95384 -1.49427 0.6 0.9 0.5
C -2.57949 0.42870 1.68681 2.0 0.8 -2.3
C 3.43238 -1.40245 -1.96129 3.0 1.1 0.2
C 2.51277 -0.24764 -2.42167 2.1 -1.4 1.4
H -6.90159 1.56179 4.62451 1.4 -0.1 -1.7
H 1.94910 5.65803 1.37037 2.1 -2.1 -0.4
H -3.89799 -0.98385 3.61313 0.4 -1.4 1.0
H -4.30429 1.60473 2.30708 0.5 0.8 -0.3
H -1.58572 -4.23563 -2.65772 -0.6 -0.3 -0.4
H 2.42658 5.07890 -1.10917 0.4 -2.8 0.6
H 2.76067 2.42990 2.40636 0.2 1.0 -0.9
H 2.47105 -4.72186 -2.11744 0.2 0.5 0.3
H 1.84009 3.02068 -2.52808 0.2 -0.8 1.5
H 2.25258 0.66660 1.29365 -0.1 -0.1 -1.5
H -0.70328 1.71719 -0.92004 0.2 -0.4 0.4
H -0.60965 -2.12802 0.71335 0.2 -0.4 0.6
H -1.54098 -1.76778 -2.03727 1.3 -1.3 0.3
H -2.30447 2.41805 0.45406 -0.7 -0.8 1.3
H -2.49096 -1.68764 2.32644 0.1 0.4 -0.3
H 3.84906 -1.85701 -2.87104 -0.3 -0.3 0.0
H 4.34181 -1.03178 -1.41616 -0.8 0.2 -0.5
H 1.95881 -0.65126 -3.19611 -1.1 -0.3 -2.0
H 3.27388 0.46487 -2.71197 -0.4 0.5 -0.5
```
Positions in Å, forces in eV/Å.

Output
HOMO-LUMO gap (eV): 7.4
SMILES: O=C(O)/C=C/c1ccc(C2=C(c3ccc(O)cc3)CCOc3cc(F)ccc32)cc1

Results of the Mulliken charge analysis, in e, for atoms 1 through 5: -0.59, -0.32, -0.47, -0.59, -0.47

=====

Here are the calculated HOMO energy numbers, same order: -8.84; -8.14 (eV).